--- one ---
The following is a quantum chemistry calculation of the molecule C4H7NO, from the Open Molecules 2025 dataset.

```
! wB97M-V def2-TZVPD RIJCOSX def2/J DEFGRID3
* xyz 0 1
H -1.58291 -1.80522 -0.38972
H 1.76950 -0.18213 1.45972
C -0.01467 0.77241 0.52644
C 0.30313 0.75014 -1.26987
H -0.82572 1.39965 0.93353
H 0.21792 -0.86371 1.94244
H -0.24957 1.33652 -2.02732
N -0.46058 -0.07240 -0.48637
C 0.73609 0.07957 1.68963
O -0.82958 -1.25575 -2.24291
H 0.73764 0.66648 2.61805
C -1.01324 -1.13711 -1.04026
H 1.21198 0.31156 -1.71336
*
```

The value obtained for the frontier orbital gap is 10.3226 eV. Its structure (SMILES) is C[C@H]1CN1C=O.



--- two ---
The following is a quantum chemistry calculation of a structure of composition C4H7NO, from the Open Molecules 2025 dataset.

```
! wB97M-V def2-TZVPD RIJCOSX def2/J DEFGRID3
* xyz 0 1
C -0.42232 -0.64860 0.83803
H 1.93260 1.11162 -1.31249
C 0.07121 -0.99571 -0.54325
N -1.25088 0.18876 -2.49627
H 0.15997 -1.22455 1.54472
C -0.65832 -0.31786 -1.64235
H -1.44847 -0.99416 0.89271
H 0.65374 1.18907 1.12127
C -0.36374 0.82811 1.15974
O 0.89270 -1.85135 -0.79873
H -0.95173 1.39789 0.45116
H 2.22810 0.39422 -1.30221
H -0.74596 1.02168 2.16271
*
```

The value obtained for the frontier orbital gap is 10.7392 eV.



Name the most stable of them. two.



--- one ---
The following is a quantum chemistry calculation of the molecule C4H7NO, from the Open Molecules 2025 dataset.

```
! wB97M-V def2-TZVPD RIJCOSX def2/J DEFGRID3
* xyz 0 1
H 1.41269 0.85139 1.56385
H 1.56488 -0.76537 0.57920
H -1.08757 -1.60610 0.81121
C -0.97279 -1.04986 -0.12803
C 0.37059 -0.20005 -0.42652
H -2.57357 0.54514 0.08478
C 1.73040 0.26850 0.69138
N -1.64525 0.24837 -0.16820
H -1.32433 -1.71305 -0.94623
H 0.78142 -0.52857 -1.39244
H 2.45131 0.86790 0.12668
C -0.51512 0.98645 -0.39797
O -0.26011 2.16335 -0.41631
*
```

The value obtained for the frontier orbital gap is 10.3341 eV. Its structure (SMILES) is C[C@H]1CNC1=O.



--- two ---
The following is a quantum chemistry calculation of a cluster of 3 separate species, C4H7NO in total, from the Open Molecules 2025 dataset.

```
! wB97M-V def2-TZVPD RIJCOSX def2/J DEFGRID3
* xyz 0 1
C -0.32518 -1.47431 -3.26869
C 0.03908 -1.52967 -4.45856
H -0.26701 -0.01788 3.24358
H -1.23555 -0.38132 2.08843
C -0.17690 -0.34635 2.14253
H 0.93423 2.65308 0.92614
O -0.25288 0.68287 -0.00626
C 0.16994 0.69835 1.08977
H -0.81480 -1.54943 -2.38962
H 0.81171 2.36337 2.74046
H 0.08251 -1.33178 -5.55847
H 0.07770 -1.45517 1.95848
N 0.95716 1.68824 1.49222
*
```

The value obtained for the frontier orbital gap is 10.0475 eV.



Name the most stable of them. one.



--- one ---
The following is a quantum chemistry calculation of the molecule C8H14N2, from the Open Molecules 2025 dataset.

```
! wB97M-V def2-TZVPD RIJCOSX def2/J DEFGRID3
* xyz 0 1
C 0.08275 1.12826 -2.44128
H 2.21138 -0.28306 -1.49740
N -0.95530 -0.48922 0.80640
H -0.79116 -0.92894 4.00762
C 1.27761 -0.53400 -1.00209
C -0.88588 0.03493 2.05205
C 0.97557 1.82928 -0.20655
H -0.64683 1.93490 -2.45102
C -0.89238 -2.19465 2.18527
C -0.95668 -1.83964 0.86236
H 0.82255 -1.36995 -1.53134
N -0.97514 0.41664 -0.42385
H -1.54638 -0.09312 -1.09408
H 1.00155 1.48100 -2.89979
H -0.30149 0.30136 -3.03753
H 1.20014 1.50815 0.80686
C -0.84701 -1.00661 2.93904
H -0.88231 -3.19561 2.57004
H -0.90261 1.09348 2.20051
H 1.50136 -0.84868 0.01517
H 0.28233 2.66536 -0.16242
C 0.34681 0.68295 -1.00082
H -1.01442 -2.45158 -0.01621
H 1.89555 2.15874 -0.68093
*
```

The value obtained for the frontier orbital gap is 9.0810 eV. Its structure (SMILES) is CC(C)(C)Nn1cccc1.



--- two ---
The following is a quantum chemistry calculation of a cluster of 2 separate species, C8H14N2 in total, from the Open Molecules 2025 dataset.

```
! wB97M-V def2-TZVPD RIJCOSX def2/J DEFGRID3
* xyz 0 1
H 2.25452 2.08552 0.15467
H 1.30142 0.88760 1.07806
H 0.25754 2.77264 -1.10689
H -0.40140 2.54592 0.53945
C -0.71817 0.85536 -0.86305
H -1.62575 1.16371 -1.41683
C -1.77637 -1.23085 1.70286
N -1.45691 -2.03691 0.63870
H 0.36125 0.63802 -2.72539
C 0.30549 0.12829 -1.74431
H -0.38846 -0.17375 3.07471
N 0.47555 -1.36324 1.49921
H 0.41911 -2.66692 -0.21437
C 1.65523 0.27881 -0.99551
H 1.96028 -0.67732 -0.52841
H -1.03848 0.20060 -0.02990
C -0.09727 -2.08914 0.55219
C -0.56454 -0.82600 2.21933
C 0.09048 2.02716 -0.30577
H 0.03881 -0.93002 -1.92957
H 2.45770 0.58288 -1.69481
C 1.41730 1.36457 0.08582
H -2.11954 -2.51286 0.02151
H -2.80781 -1.02407 1.98832
*
```

The value obtained for the frontier orbital gap is 9.7796 eV. Its structure (SMILES) is c1c[nH]cn1.C1CCCC1.



Name the most stable of them. two.